Record 1
{
  "formula": "C31H44BrCdN5O5S3Si",
  "method": "ωB97M-V/def2-TZVPD",
  "multiplicity": 1,
  "lumo_ev": 3.62,
  "total_charge": -2,
  "homo_ev": -2.02,
  "gap_ev": 5.64,
  "species": ["Cd", "C", "S", "C", "S", "N", "N", "C", "C", "C", "C", "C", "C", "N", "H", "H", "H", "H", "H", "H", "H", "H", "C", "C", "C", "C", "O", "Si", "S", "O", "C", "C", "C", "C", "O", "C", "C", "C", "C", "H", "H", "H", "H", "H", "H", "H", "H", "H", "H", "H", "H", "H", "H", "H", "H", "H", "H", "H", "H", "H", "H", "H", "H", "H", "H", "H", "Br", "C", "C", "C", "C", "C", "C", "C", "O", "O", "H", "H", "H", "H", "N", "C", "C", "C", "C", "N", "H", "H", "H", "H", "H"],
  "xyz": [[1.15401, -2.27469, 0.43005], [5.09556, -4.81810, -1.45208], [5.40656, -3.02881, -1.48518], [4.42129, -2.52347, -0.03102], [4.29909, -3.55932, 1.28125], [4.04129, -1.30736, -0.13093], [3.07242, -0.70694, 0.53940], [3.34228, 0.42026, 1.10129], [2.48394, 1.42690, 1.68483], [3.03748, 2.06293, 2.77731], [2.23575, 2.89139, 3.59482], [1.04106, 3.29482, 3.12848], [0.73918, 3.04191, 1.69156], [1.23531, 1.77416, 1.24644], [6.01301, -5.34432, -1.70290], [4.30126, -5.06124, -2.15736], [4.78723, -5.05724, -0.43119], [4.40255, 0.68147, 1.19946], [4.01808, 1.76495, 3.11569], [2.56194, 3.12505, 4.60271], [0.31135, 3.81710, 3.73155], [-0.33661, 3.06147, 1.51418], [-2.11100, -1.53723, 2.18822], [-1.38871, -0.18544, 2.11013], [-0.54998, 0.05985, 3.36880], [-2.43733, 0.92636, 1.98058], [-0.53344, -0.25562, 0.98269], [0.21662, 0.90202, 0.06588], [1.12760, 0.05451, -1.54230], [-0.90565, 2.04546, -0.35961], [-1.65978, 2.08487, -1.55152], [-2.16362, 0.70092, -1.96205], [-2.87465, 2.99045, -1.27440], [-0.79909, 2.66621, -2.67715], [1.34543, 4.02599, 0.81490], [0.85944, 5.35059, 0.78312], [-0.65888, 5.46800, 0.97076], [1.56447, 6.22165, 1.83966], [1.22610, 5.86451, -0.61684], [-2.96892, -1.48377, 2.85868], [-1.42649, -2.30874, 2.53057], [-2.43886, -1.81391, 1.18905], [-1.16503, -0.01986, 4.26476], [-0.10196, 1.05204, 3.33240], [0.25404, -0.67364, 3.42297], [-3.11886, 0.89764, 2.82995], [-3.00846, 0.79124, 1.06699], [-1.97128, 1.90627, 1.95266], [-2.73681, 0.24887, -1.15648], [-1.31961, 0.05344, -2.18186], [-2.78942, 0.77980, -2.84850], [-3.39412, 2.64242, -0.38355], [-3.56403, 2.96816, -2.11745], [-2.55717, 4.01785, -1.10816], [0.07185, 2.02606, -2.80106], [-0.46616, 3.66797, -2.41208], [-1.35591, 2.70552, -3.61092], [-0.93567, 5.30551, 2.01110], [-1.16696, 4.73436, 0.35046], [-0.98239, 6.46572, 0.67455], [1.31337, 5.89187, 2.84467], [1.27295, 7.26420, 1.72008], [2.63887, 6.12969, 1.71650], [0.69653, 5.28340, -1.36635], [2.29072, 5.73336, -0.77784], [0.96630, 6.91501, -0.72813], [-6.38292, -7.39620, -0.16021], [-4.86022, -6.29055, -0.52727], [-4.62283, -5.91025, -1.83368], [-3.52455, -5.11056, -2.08843], [-2.68307, -4.69914, -1.06396], [-2.95266, -5.09346, 0.23951], [-4.04475, -5.89984, 0.51766], [-1.44729, -3.83224, -1.41411], [-1.16574, -3.78453, -2.61516], [-0.89355, -3.28757, -0.44145], [-5.28085, -6.22850, -2.63106], [-3.28799, -4.79081, -3.09178], [-2.29151, -4.76962, 1.02955], [-4.26321, -6.22260, 1.52673], [0.78894, -3.61849, 3.36954], [0.95072, -3.16364, 2.32318], [2.01731, -1.65048, -4.35432], [1.48387, -2.98924, -3.84985], [1.78712, -3.21107, -2.46771], [2.00380, -3.47267, -1.37341], [1.72916, -1.50850, -5.39567], [3.10085, -1.61545, -4.26820], [1.60548, -0.84675, -3.74894], [1.88641, -3.83031, -4.42605], [0.38938, -3.02206, -3.89717]],
  "forces_ev_per_angstrom": [[-0.20, 0.53, -0.89], [0.08, 0.37, -0.18], [-0.15, -0.11, 0.01], [0.50, -0.34, 0.47], [-0.45, -0.14, 0.62], [0.86, 0.64, -1.68], [-0.64, 0.29, 1.49], [0.97, -1.03, -0.58], [-0.07, 0.51, 0.94], [0.20, -0.37, -0.31], [-0.46, 0.23, 0.06], [0.08, 0.14, 0.05], [-0.34, 0.48, 0.18], [-0.05, -0.08, -0.31], [0.06, -0.06, -0.05], [0.03, -0.09, 0.04], [0.06, -0.07, -0.10], [-0.18, -0.03, -0.27], [0.07, -0.06, -0.11], [-0.04, -0.02, 0.02], [-0.01, 0.07, 0.07], [0.15, 0.07, 0.02], [0.26, 0.20, -0.14], [-0.56, -0.13, 0.96], [0.09, -0.05, -0.29], [0.23, -0.14, -0.12], [0.14, -0.17, -0.40], [0.26, -0.30, -0.72], [-0.06, -0.21, 0.59], [0.22, 0.16, 0.55], [-0.65, 0.17, -0.71], [0.10, 0.05, 0.10], [0.38, -0.19, -0.01], [-0.06, -0.07, 0.27], [0.07, -0.18, -0.13], [-0.09, 0.65, 0.00], [0.28, -0.23, -0.04], [-0.12, -0.28, -0.19], [-0.11, -0.26, 0.34], [-0.02, 0.01, 0.09], [-0.01, -0.07, 0.05], [-0.14, -0.04, -0.10], [-0.08, -0.04, 0.06], [-0.03, -0.03, 0.12], [-0.03, -0.09, 0.07], [0.00, -0.09, 0.09], [-0.14, 0.02, -0.13], [0.01, 0.15, -0.04], [-0.15, -0.08, 0.10], [-0.05, -0.11, -0.04], [-0.14, 0.03, -0.09], [-0.07, -0.05, 0.06], [-0.03, 0.02, -0.08], [0.02, 0.13, 0.01], [0.03, 0.05, -0.10], [0.02, 0.13, 0.01], [-0.13, 0.04, -0.13], [-0.11, -0.02, 0.09], [-0.08, -0.06, -0.06], [-0.02, 0.06, 0.04], [-0.03, 0.00, 0.05], [-0.02, 0.15, 0.00], [0.21, 0.03, -0.01], [-0.06, -0.07, -0.10], [0.20, 0.00, -0.05], [-0.01, 0.15, 0.01], [0.05, 0.02, 0.01], [-0.23, -0.16, 0.07], [-0.11, -0.01, -0.01], [0.10, 0.04, 0.00], [0.31, 0.19, -0.09], [0.08, 0.07, -0.07], [-0.12, -0.09, 0.05], [-0.68, -0.41, 0.13], [0.21, 0.13, -0.57], [0.41, 0.37, 0.63], [-0.02, -0.02, 0.02], [0.05, 0.01, -0.09], [0.10, 0.08, 0.06], [0.02, 0.01, 0.01], [-0.08, -0.20, 0.41], [-0.15, -0.11, 0.38], [0.11, -0.05, 0.00], [-0.32, 0.29, -0.77], [0.14, -0.55, 0.46], [-0.02, 0.13, 0.03], [0.01, 0.00, -0.04], [0.11, 0.06, -0.04], [0.02, 0.02, -0.16], [-0.06, 0.06, 0.10], [0.10, -0.11, -0.01]]
}

Record 2
{
  "formula": "C9H21BrN3O3",
  "method": "ωB97M-V/def2-TZVPD",
  "multiplicity": 1,
  "lumo_ev": 3.17,
  "total_charge": -1,
  "homo_ev": -5.60,
  "gap_ev": 8.77,
  "species": ["Br", "C", "C", "O", "N", "C", "H", "H", "H", "H", "H", "H", "H", "C", "C", "O", "N", "C", "H", "H", "H", "H", "H", "H", "H", "C", "C", "O", "N", "C", "H", "H", "H", "H", "H", "H", "H"],
  "xyz": [[-0.97605, -0.52386, -0.72481], [0.53695, -2.72486, 2.33819], [0.52495, -1.39886, 2.98719], [1.03195, -1.30786, 4.15019], [-0.24105, -0.41186, 2.62819], [-0.27805, 0.89414, 3.28019], [-0.32905, -3.22086, 2.30319], [1.36495, -3.54986, 2.77319], [0.73095, -2.78786, 1.38019], [-0.63705, -0.54286, 1.58819], [-1.36705, 0.99414, 3.66119], [0.00195, 1.60614, 2.61519], [0.42795, 0.98114, 4.08519], [2.74195, 0.73314, 1.05919], [3.40795, -0.52186, 0.47519], [4.56795, -0.55986, 0.41619], [2.51295, -1.42586, -0.21381], [2.95695, -2.51686, -1.05181], [1.96695, 0.91514, 0.52419], [3.54295, 1.38314, 0.91219], [2.53595, 0.78714, 2.16519], [1.53695, -1.18586, -0.03181], [4.05995, -2.77986, -0.89281], [2.73195, -2.34786, -2.14281], [2.35695, -3.28486, -0.87981], [-4.45105, 1.22514, -1.88381], [-3.65005, 2.06214, -2.82981], [-4.08605, 2.99814, -3.31281], [-2.38905, 1.60014, -3.07681], [-1.47705, 2.54514, -3.72781], [-4.07605, 0.32014, -1.64281], [-5.34605, 1.12114, -2.06181], [-4.46405, 1.60014, -0.99681], [-1.92805, 1.00914, -2.53681], [-0.59605, 2.05214, -3.87281], [-1.36205, 3.34114, -2.91681], [-1.88505, 2.92314, -4.54581]],
  "forces_ev_per_angstrom": [[0.11, -0.07, 0.13], [4.42, -1.67, 3.68], [1.11, -0.73, 5.71], [0.49, -0.54, -1.60], [-1.67, 0.47, -5.04], [-2.70, -2.59, 1.78], [-3.91, -1.59, 0.91], [-2.19, 2.71, -0.53], [1.47, 0.69, -5.19], [0.77, 1.03, 2.48], [1.86, 0.45, -0.48], [0.23, 2.34, -2.27], [0.07, -0.57, 0.54], [3.95, -2.68, 4.33], [-5.82, -0.72, -1.16], [4.87, -1.09, -0.25], [1.85, 2.34, 2.05], [2.52, 2.98, -1.49], [-5.31, 1.70, -3.25], [0.91, 1.72, -0.36], [0.04, -0.69, -1.09], [0.14, -0.57, -0.75], [-1.69, 0.57, -0.13], [0.73, 0.42, 0.74], [-2.27, -3.90, 1.23], [7.29, 0.40, -2.29], [2.66, -6.89, 3.32], [-2.91, 6.88, -3.58], [-1.91, 3.62, -3.86], [-1.02, 0.17, 5.96], [1.70, -3.30, 0.02], [-9.21, -0.81, -2.87], [0.29, 3.31, 5.64], [1.83, -3.67, 3.40], [2.47, -1.09, -0.59], [0.43, -0.36, -1.49], [-1.63, 1.73, -3.65]]
}

Record 3
{
  "formula": "C2H5N3S",
  "method": "ωB97M-V/def2-TZVPD",
  "multiplicity": 1,
  "lumo_ev": 0.65,
  "smiles": "SN1CN=NC1",
  "homo_ev": -9.24,
  "gap_ev": 9.89,
  "species": ["C", "C", "N", "N", "N", "S", "H", "H", "H", "H", "H"],
  "xyz": [[-0.77898, -0.62964, 0.65822], [0.94449, 0.84905, 0.21951], [-0.75327, 0.55664, 1.57756], [0.10198, 1.38328, 1.29234], [0.29388, -0.32297, -0.27033], [-0.30332, -0.28785, -1.89074], [-0.68680, -1.58949, 1.21680], [-1.69443, -0.78713, -0.02023], [0.80151, 1.53440, -0.58583], [1.96522, 0.71502, 0.33675], [0.10972, -1.42130, -2.53404]],
  "forces_ev_per_angstrom": [[-0.30, -0.54, -0.55], [-2.09, 1.01, -2.32], [-2.04, -0.37, 0.16], [1.12, -1.19, 0.54], [-0.56, -2.46, -0.90], [0.12, 0.53, -0.20], [0.30, 0.80, 0.00], [0.63, 0.77, 1.68], [0.56, 1.23, -0.59], [1.92, -0.03, 1.29], [0.34, 0.25, 0.89]]
}

Record 4
{
  "formula": "C3H2NO3",
  "method": "ωB97M-V/def2-TZVPD",
  "multiplicity": 3,
  "s_squared": 2.041,
  "lumo_ev": [-6.62, -9.78],
  "total_charge": 1,
  "homo_ev": [-16.75, -16.95],
  "gap_ev": [10.13, 7.17],
  "species": ["C", "C", "C", "N", "O", "O", "O", "H", "H"],
  "xyz": [[0.95699, 0.59522, -0.02780], [1.06753, -0.79070, 0.04532], [-0.48901, 0.89881, 0.05515], [-1.05280, -0.45130, 0.09272], [-1.17172, 1.85765, -0.07271], [-2.66764, -0.65892, -0.10594], [-0.14913, -1.33743, -0.03404], [1.68504, 1.48242, -0.14632], [1.82073, -1.59575, 0.19362]],
  "forces_ev_per_angstrom": [[0.71, 1.06, 0.34], [0.92, 0.85, -0.16], [0.65, -1.95, -1.18], [-6.00, 2.28, 0.00], [-0.23, 0.92, 0.34], [5.54, -0.04, 0.41], [-0.41, -2.24, 0.32], [-0.93, -2.05, 0.44], [-0.25, 1.16, -0.50]]
}

Max |F|: 0.0387, 0.1882, 0.0639, 0.1248 (hartree/bohr)